Entry 1:
Formula: C11H16Cl3HfNOS
Source: the OMol25 dataset
Level of theory: wB97M-V/def2-TZVPD

Each line ends with the natural charge from an NBO analysis.
Geometry (Å):
Hf: -0.510 -0.578 1.482  1.81
Cl: 1.708 -1.449 0.961  -0.54
Cl: -1.591 -2.354 0.399  -0.50
Cl: -2.630 0.388 2.111  -0.55
S: 0.227 -0.665 3.947  -0.27
O: -0.109 1.116 0.578  -1.08
N: -2.112 -0.383 5.551  -0.44
C: 0.756 1.131 -2.210  -0.14
C: -1.727 1.878 -2.144  -0.63
C: 0.451 -1.095 -2.694  -0.14
C: -0.644 0.905 -2.382  -0.08
C: 1.390 2.402 -1.821  -0.61
C: -0.830 -0.469 -2.692  -0.15
C: 2.891 -0.332 -2.300  -0.62
C: -1.159 -0.486 4.858  0.08
C: 0.697 -2.534 -2.897  -0.62
C: 1.436 -0.102 -2.420  -0.13
C: -2.114 -1.140 -2.953  -0.62
H: -1.388 2.697 -1.494  0.18
H: 1.643 -2.830 -2.429  0.19
H: -2.083 2.312 -3.090  0.17
H: 2.290 2.213 -1.223  0.19
H: 3.371 -0.400 -3.294  0.16
H: -2.584 1.395 -1.646  0.19
H: 1.678 3.019 -2.685  0.16
H: -2.284 -1.244 -4.039  0.16
H: 3.353 0.482 -1.723  0.19
H: -0.421 2.013 0.823  0.49
H: -0.094 -3.130 -2.425  0.19
H: 0.715 2.995 -1.195  0.18
H: -2.944 -0.564 -2.530  0.19
H: 3.078 -1.268 -1.757  0.20
H: 0.732 -2.795 -3.963  0.16
H: -2.137 -2.144 -2.509  0.20

LUMO = 4.96 eV
Kohn-Sham gap = 4.53 eV
Net charge = -2

=====

Entry 2:
Formula: C27H26N2O2S4Tc
Source: the OMol25 dataset
Level of theory: wB97M-V/def2-TZVPD

Each line ends with the natural charge from an NBO analysis.
Geometry (Å):
Tc: -1.218 -1.520 -1.356  0.67
S: -1.591 -3.057 0.332  0.06
S: -1.810 -1.197 2.688  0.48
S: -0.140 -2.245 -3.045  0.38
S: -2.701 2.602 -0.709  0.58
O: 5.277 0.307 -0.110  -0.54
O: 6.355 -1.314 -1.163  -0.63
N: -3.816 -1.891 1.286  -0.50
N: -1.456 0.380 -0.738  -0.51
C: 2.657 1.585 1.906  -0.08
C: -3.495 0.161 -1.939  -0.09
C: 5.248 -0.640 -0.841  0.77
C: -2.572 0.977 -1.166  0.10
C: 2.988 -0.139 -1.679  -0.10
C: 1.457 -1.844 -2.388  -0.25
C: 2.398 -2.835 -2.119  -0.19
C: -2.524 -2.028 1.384  -0.03
C: -0.627 1.239 -0.009  0.10
C: -3.779 -2.003 -2.964  -0.20
C: 3.081 0.127 1.729  -0.61
C: 1.306 1.874 1.256  0.05
C: 0.751 3.168 1.353  -0.17
C: -5.460 -0.284 -3.227  -0.17
C: 2.565 1.887 3.409  -0.60
C: 3.646 -2.461 -1.645  -0.17
C: 1.750 -0.493 -2.182  -0.24
C: 3.939 -1.116 -1.424  -0.14
C: -4.467 -0.981 2.239  -0.23
C: -0.463 3.507 0.796  -0.19
C: 0.599 0.906 0.562  -0.21
C: -1.157 2.516 0.107  -0.23
C: -3.017 -1.149 -2.175  -0.17
C: -4.999 -1.569 -3.481  -0.16
C: -3.448 -0.731 3.358  -0.54
C: 3.722 2.485 1.259  -0.59
C: -4.706 0.595 -2.456  -0.18
H: 4.370 -3.231 -1.408  0.24
H: -3.634 -1.344 4.236  0.26
H: -5.371 -1.450 2.622  0.26
H: 4.695 2.284 1.707  0.24
H: -6.405 0.042 -3.641  0.25
H: 3.204 -0.138 0.677  0.21
H: 1.017 0.271 -2.417  0.23
H: 1.301 3.935 1.881  0.24
H: 2.160 -3.880 -2.267  0.25
H: 2.292 2.924 3.606  0.21
H: 2.370 -0.564 2.192  0.19
H: 3.801 2.295 0.187  0.21
H: -3.417 0.314 3.653  0.27
H: 1.830 1.241 3.895  0.21
H: -5.592 -2.241 -4.087  0.25
H: -5.057 1.607 -2.287  0.24
H: 4.046 -0.028 2.210  0.24
H: 3.233 0.896 -1.476  0.25
H: -0.854 4.512 0.888  0.25
H: 3.503 3.544 1.403  0.21
H: -4.328 -2.354 0.543  0.45
H: -3.436 -3.008 -3.179  0.23
H: 0.988 -0.100 0.454  0.23
H: -4.740 -0.063 1.717  0.23
H: 6.197 -1.989 -1.835  0.49
H: 3.533 1.707 3.878  0.23

LUMO (alpha / beta) = -8.24 / -8.10 eV
<S²> = 0.773
Kohn-Sham gap (alpha / beta) = 5.96 / 6.16 eV
Spin multiplicity = 2
Net charge = +2

=====

Entry 3:
Formula: C4H8CsO2S
Source: the OMol25 dataset
Level of theory: wB97M-V/def2-TZVPD

Each line ends with the natural charge from an NBO analysis.
Geometry (Å):
Cs: 4.255 -2.381 1.624  1.00
S: 1.140 -0.423 -0.347  2.02
O: 1.755 -1.644 0.250  -1.01
O: 1.707 0.241 -1.547  -0.89
C: 0.591 0.910 0.826  -0.63
C: -1.491 0.243 -0.614  -0.44
C: -0.913 1.146 0.511  -0.41
C: -0.664 -1.010 -0.846  -0.56
H: -0.826 2.172 0.153  0.23
H: -0.535 -1.384 -1.861  0.25
H: -1.061 -1.855 -0.283  0.23
H: -2.493 -0.098 -0.353  0.24
H: -1.517 1.090 1.417  0.23
H: 0.540 0.416 1.796  0.23
H: 1.139 1.851 0.856  0.27
H: -1.628 0.725 -1.582  0.24

LUMO = -3.48 eV
Kohn-Sham gap = 9.83 eV
Net charge = +1

=====

Entry 4:
Formula: C7H14N
Source: the OMol25 dataset
Level of theory: wB97M-V/def2-TZVPD

Each line ends with the natural charge from an NBO analysis.
Geometry (Å):
N: -2.261 -0.614 -1.061  -0.67
C: 1.751 0.155 0.451  -0.51
C: -0.463 -0.801 1.307  -0.53
C: -1.342 0.418 1.216  -0.08
C: 0.587 -0.797 0.225  0.03
C: 0.553 1.847 -0.994  -0.43
C: 0.534 -1.609 -0.865  -0.33
C: 1.585 1.496 -0.184  -0.16
H: 0.075 -0.862 2.200  0.30
H: -0.302 1.182 -1.197  0.18
H: 1.406 -1.710 -1.510  0.23
H: 1.907 0.275 1.534  0.22
H: -2.189 0.302 1.955  0.26
H: -1.953 0.032 -0.026  0.25
H: 0.601 2.892 -1.492  0.24
H: 2.716 -0.332 0.012  0.27
H: -0.406 -2.166 -1.018  0.21
H: -0.859 1.374 1.372  0.27
H: 2.353 2.205 0.054  0.23
H: -1.103 -1.752 1.199  0.25
H: -2.912 -1.330 -0.800  0.38
H: -2.737 -0.070 -1.801  0.40

LUMO = -8.40 eV
Kohn-Sham gap = 4.70 eV
Net charge = +1

=====

Which energy relative to the best compared isomer or geometry (same formula, charge and spin) belongs to each record? In order, 60.36; 21.46; 112.08; 610.30 kJ/mol.
Which total energy belongs to each record? In order, -64921.1427; -81022.1239; -19749.6570; -8962.7525 eV.